*P*
2 unconnected molecules or ions with the total composition C4H10NS. Source: OMol25; level of theory: ωB97M-V with the def2-TZVPD basis set.

Last column: Mulliken charge in e.
Element x y z (Å)
C 1.172 0.056 2.722  -0.426
C -0.105 0.418 2.686  -0.508
H 1.482 -0.928 3.048  0.224
H 1.951 0.744 2.413  0.198
H -0.865 -0.321 2.913  0.211
H -0.422 1.416 2.432  0.237
C 0.795 -0.611 -1.784  -0.593
C -0.517 0.165 -1.944  -0.585
S -1.064 0.921 -0.373  -0.644
N 0.759 -1.630 -0.734  -0.585
H 1.550 0.128 -1.479  0.246
H 1.122 -1.047 -2.738  0.349
H -1.259 -0.533 -2.368  0.226
H -0.384 0.983 -2.657  0.231
H 0.173 -2.393 -1.065  0.231
H 0.227 -1.194 0.024  0.186

Values from the calculation:
Total charge: -1
Multiplicity: 1


*Q*
A gas-phase ion, C4H10NS (charge -1). Source: OMol25; level of theory: ωB97M-V with the def2-TZVPD basis set.

Last column: Mulliken charge in e.
Element x y z (Å)
C -1.887 -1.047 0.317  -0.864
N -0.427 -1.047 0.253  -0.404
C 0.186 0.159 -0.307  0.291
C 0.330 1.343 0.676  -1.310
C 1.561 -0.200 -0.874  -1.085
S 2.105 1.069 -2.102  -0.686
H -2.326 -0.356 1.052  0.254
H -2.210 -0.783 -0.682  0.331
H -2.195 -2.068 0.544  0.308
H -0.063 -1.221 1.183  0.241
H -0.391 0.525 -1.148  0.314
H 0.405 1.055 1.721  0.329
H -0.216 2.248 0.420  0.291
H 1.339 1.734 0.511  0.374
H 2.349 -0.292 -0.126  0.278
H 1.439 -1.120 -1.438  0.339

Values from the calculation:
Total charge: -1
Multiplicity: 1
Structure (SMILES): CN[C@@H](C)C[S-]


Most favorable structure: *Q*. The second most favorable one is 30.1 kJ/mol above it.


*P*
2 unconnected molecules or ions with the total composition C4H8FNO. Source: OMol25; level of theory: ωB97M-V with the def2-TZVPD basis set.

Last column: Mulliken charge in e.
Element x y z (Å)
C -2.190 0.659 -0.196  -0.590
C -1.064 -0.004 -0.219  0.229
C 2.030 -0.198 1.150  -0.753
C 0.973 0.921 1.137  -0.037
N -1.046 -1.558 -2.026  -0.430
O -0.551 -1.079 -0.773  -0.232
F 1.353 2.059 0.588  -0.241
H -3.134 0.247 -0.777  0.251
H -2.296 1.690 0.308  0.224
H 3.006 0.470 1.519  0.274
H 2.106 -0.611 0.127  0.196
H 1.992 -0.885 1.998  0.320
H 0.525 1.026 2.136  0.298
H -1.420 -0.767 -2.452  0.237
H -0.284 -1.970 -2.520  0.253

Values from the calculation:
Total charge: 0
Multiplicity: 1


*Q*
2 unconnected molecules or ions with the total composition C4H8FNO. Source: OMol25; level of theory: ωB97M-V with the def2-TZVPD basis set.

Last column: Mulliken charge in e.
Element x y z (Å)
C 0.476 -1.561 0.536  0.001
C -0.958 -0.258 -0.991  -1.201
C 0.139 0.983 1.082  -1.020
C -0.082 -0.204 0.190  0.771
N 2.154 -0.535 -0.835  -0.254
O 0.153 -2.661 0.048  -0.573
F 2.661 0.365 0.041  -0.137
H 1.143 -1.540 1.496  0.342
H -0.367 0.032 -1.915  0.284
H -1.867 0.360 -0.955  0.377
H -1.224 -1.370 -1.094  0.302
H -0.575 1.850 0.795  0.323
H 1.234 1.341 1.054  0.230
H -0.068 0.725 2.160  0.313
H 2.530 -1.436 -0.761  0.243

Values from the calculation:
Total charge: 0
Multiplicity: 1


Most favorable structure: *Q*. The second most favorable one is 137.6 kJ/mol above it.


*P*
C4H8FNO in the gas phase. Source: OMol25; level of theory: ωB97M-V with the def2-TZVPD basis set.

Last column: Mulliken charge in e.
Element x y z (Å)
C 1.167 1.780 0.298  -0.838
N 1.151 0.404 -0.037  -0.251
C 0.068 -0.353 0.373  -0.336
C -1.195 -0.662 -0.403  -0.011
O -2.388 -0.948 0.241  -0.513
C -0.123 -1.705 -0.263  -0.251
F 0.730 -1.980 -1.346  -0.325
H 0.895 1.948 1.365  0.251
H 0.440 2.398 -0.215  0.312
H 2.142 2.276 0.096  0.302
H 1.599 0.060 -0.883  0.237
H -0.101 -0.262 1.465  0.367
H -1.206 -0.273 -1.410  0.379
H -2.811 -0.126 0.401  0.318
H -0.368 -2.556 0.316  0.360

Values from the calculation:
Total charge: 0
Multiplicity: 1
Structure (SMILES): CN[C@H]1[C@H](O)[C@H]1F


*Q*
2 unconnected molecules or ions with the total composition C4H8FNO. Source: OMol25; level of theory: ωB97M-V with the def2-TZVPD basis set.

Last column: Mulliken charge in e.
Element x y z (Å)
C -0.772 0.141 -1.613  -1.183
C -1.090 -1.019 -0.718  0.161
C -0.145 -1.638 0.083  -0.343
O 1.139 -1.197 0.249  -0.508
H 0.216 0.078 -2.053  0.347
H -1.590 0.371 -2.317  0.321
H -0.676 1.255 -1.115  0.195
H -2.161 -1.203 -0.676  0.305
H -0.491 -2.528 0.537  0.403
H 1.203 -0.431 -0.276  0.297
C 0.696 1.276 2.431  -0.311
N 0.842 1.869 1.336  -0.133
F 0.864 3.212 1.309  -0.173
H 0.333 1.831 3.348  0.277
H 0.914 0.277 2.243  0.344

Values from the calculation:
Total charge: 0
Multiplicity: 1
Structure (SMILES): C/C=C\O.C=NF


Most favorable structure: *P*. The second most favorable one is 215.8 kJ/mol above it.


*P*
2 unconnected molecules or ions with the total composition C4H11OP. Source: OMol25; level of theory: ωB97M-V with the def2-TZVPD basis set.

Last column: Mulliken charge in e.
Element x y z (Å)
C 0.382 1.046 1.733  -0.708
C -0.189 0.991 0.580  -0.377
C 0.010 0.856 -0.899  0.216
C 1.470 1.035 -1.277  -1.215
H -0.229 0.752 2.560  0.243
H 1.416 1.120 1.986  0.314
H -1.221 1.134 0.687  0.308
H -0.383 -0.129 -1.264  0.084
H -0.614 1.690 -1.376  0.221
H 1.627 1.327 -2.386  0.313
H 1.871 1.878 -0.768  0.332
H 2.200 0.166 -1.069  0.267
O -2.157 -3.741 0.739  -0.517
P -1.400 -2.308 0.356  0.143
H -2.403 -3.553 1.608  0.300
H -2.201 -2.060 -0.801  0.032
H -0.244 -2.869 -0.329  0.044

Values from the calculation:
Total charge: 0
Multiplicity: 1
Structure (SMILES): C=CCC.OP


*Q*
A molecular structure, C4H11OP. Source: OMol25; level of theory: ωB97M-V with the def2-TZVPD basis set.

Last column: Mulliken charge in e.
Element x y z (Å)
C 0.442 2.082 1.625  -1.013
C -0.121 -2.493 -1.238  -1.300
C -0.638 1.685 0.633  -0.563
C -0.755 -1.088 -0.863  -0.272
O 1.530 0.555 -1.434  -0.638
P 0.583 0.065 -0.444  0.497
H 0.630 1.381 2.406  0.355
H 1.478 2.189 1.061  0.245
H 0.292 3.059 2.139  0.299
H 0.453 -2.772 -0.367  0.393
H -0.763 -3.287 -1.260  0.431
H 0.549 -2.615 -2.212  0.265
H -0.828 2.472 -0.109  0.312
H -1.450 1.045 1.051  0.323
H -1.303 -1.338 0.045  0.305
H -1.318 -0.625 -1.653  0.320
H 1.219 -0.315 0.618  0.041

Values from the calculation:
Total charge: 0
Multiplicity: 1


Most favorable structure: *Q*. The second most favorable one is 69.2 kJ/mol above it.


*P*
2 unconnected molecules or ions with the total composition C4H10S. Source: OMol25; level of theory: ωB97M-V with the def2-TZVPD basis set.

Last column: Mulliken charge in e.
Element x y z (Å)
C 1.064 0.605 2.161  -0.863
C 1.690 0.313 1.042  0.141
C 2.585 1.385 0.485  -1.032
H 0.399 -0.050 2.624  0.313
H 0.877 1.599 2.533  0.238
H 1.864 -0.615 0.599  0.388
H 2.954 2.146 1.261  0.268
H 3.467 1.053 -0.069  0.324
H 2.101 1.993 -0.284  0.233
C -2.199 0.264 -0.987  -0.670
S -1.402 -1.371 -1.093  -0.195
H -2.693 0.294 -0.008  0.254
H -1.360 1.027 -1.308  0.206
H -3.025 0.237 -1.753  0.294
H -0.983 -1.157 -2.321  0.102

Values from the calculation:
Total charge: 0
Multiplicity: 1
Structure (SMILES): C=CC.CS


*Q*
2 unconnected molecules or ions with the total composition C4H10S. Source: OMol25; level of theory: ωB97M-V with the def2-TZVPD basis set.

Last column: Mulliken charge in e.
Element x y z (Å)
C -1.366 1.315 0.043  -1.026
C -0.884 -0.381 0.739  -0.258
C -1.203 -0.120 -0.597  -0.060
S 1.846 0.718 -0.464  -0.564
C 2.326 -0.992 -0.074  -0.756
H -1.364 1.961 -0.855  0.339
H -2.349 1.539 0.435  0.406
H -0.506 1.753 0.547  0.396
H -1.671 -0.578 1.453  0.298
H 0.159 -0.504 0.999  0.116
H -0.289 -0.076 -1.189  0.099
H -2.092 -0.539 -1.047  0.327
H 3.124 -0.979 0.661  0.263
H 1.550 -1.664 0.327  0.178
H 2.719 -1.453 -0.978  0.241

Values from the calculation:
Total charge: 0
Multiplicity: 1


Most favorable structure: *P*. The second most favorable one is 293.2 kJ/mol above it.


*P*
2 unconnected molecules or ions with the total composition C4H10S. Source: OMol25; level of theory: ωB97M-V with the def2-TZVPD basis set.

Last column: Mulliken charge in e.
Element x y z (Å)
C 1.271 0.015 1.076  -0.815
C 1.480 0.074 -0.213  0.804
C 0.446 -0.473 -1.251  -1.435
S 2.979 0.517 -0.912  -0.266
H 0.253 -0.230 1.352  0.118
H 1.999 0.314 1.816  0.274
H -0.231 0.177 -1.696  0.366
H -0.234 -1.041 -0.611  0.296
H 0.775 -1.036 -2.075  0.487
H 2.515 0.437 -2.154  0.128
C -2.252 0.248 0.937  -0.976
H -2.089 -0.854 1.206  0.255
H -2.058 0.453 -0.105  0.200
H -1.560 0.747 1.592  0.269
H -3.293 0.652 1.037  0.295

Values from the calculation:
Total charge: 0
Multiplicity: 1
Structure (SMILES): C=C(C)S.C


*Q*
2 unconnected molecules or ions with the total composition C4H10S. Source: OMol25; level of theory: ωB97M-V with the def2-TZVPD basis set.

Last column: Mulliken charge in e.
Element x y z (Å)
C 2.044 1.344 2.572  -0.436
C 3.224 1.253 3.164  -0.436
H 1.187 1.988 2.783  0.240
H 1.914 0.746 1.663  0.177
H 3.326 1.813 4.107  0.214
H 4.098 0.774 2.722  0.240
C -1.840 -0.563 -0.635  -0.843
S -2.882 -0.147 -2.024  -0.053
C -1.838 -1.038 -3.142  -0.837
H -1.953 -0.160 0.364  0.342
H -1.565 -1.626 -0.531  0.324
H -0.875 -0.214 -1.037  0.207
H -1.879 -2.134 -2.773  0.237
H -0.744 -0.919 -3.044  0.326
H -2.217 -1.117 -4.191  0.299

Values from the calculation:
Total charge: 0
Multiplicity: 1
Structure (SMILES): C=C.CSC


Most favorable structure: *P*. The second most favorable one is 51.7 kJ/mol above it.


*P*
A molecular structure, C4H10S. Source: OMol25; level of theory: ωB97M-V with the def2-TZVPD basis set.

Last column: Mulliken charge in e.
Element x y z (Å)
C 1.383 -1.373 0.213  -0.928
C 0.676 0.009 0.817  -0.139
C -0.821 -0.126 0.521  -0.535
C -1.346 0.830 -0.619  -0.652
H 0.923 -2.452 0.895  0.192
H 1.228 -1.463 -1.084  0.183
H 2.438 -1.541 0.211  0.382
H 0.840 1.158 0.234  0.150
H 0.752 0.413 2.051  0.230
H -1.230 -1.166 0.602  0.367
H -1.493 0.187 1.469  0.274
H -2.389 0.749 -0.578  0.445
H -0.871 0.524 -1.709  0.123
H 0.452 1.761 -2.052  0.179
S -0.541 2.489 -0.971  -0.270

Values from the calculation:
Total charge: 0
Multiplicity: 1


*Q*
2 unconnected molecules or ions with the total composition C4H10S. Source: OMol25; level of theory: ωB97M-V with the def2-TZVPD basis set.

Last column: Mulliken charge in e.
Element x y z (Å)
C 0.407 2.192 -3.193  -0.450
C 0.766 2.606 -1.987  -0.465
H -0.549 1.714 -3.354  0.220
H 1.062 2.315 -4.038  0.229
H 0.107 2.429 -1.148  0.204
H 1.588 3.288 -1.839  0.261
C 0.540 -0.567 1.696  -0.726
S -0.843 -1.271 0.755  -0.041
C -1.276 -2.704 1.750  -0.837
H 0.183 -0.088 2.600  0.289
H 1.403 -1.205 1.826  0.302
H 0.776 0.262 1.020  0.174
H -2.237 -3.093 1.428  0.298
H -1.400 -2.399 2.787  0.267
H -0.526 -3.478 1.697  0.275

Values from the calculation:
Total charge: 0
Multiplicity: 1
Structure (SMILES): C=C.CSC


Most favorable structure: *Q*. The second most favorable one is 410.5 kJ/mol above it.


*P*
3 unconnected molecules or ions with the total composition C4H11N2O2. Source: OMol25; level of theory: ωB97M-V with the def2-TZVPD basis set.

Last column: Mulliken charge in e.
Element x y z (Å)
C 1.677 -0.930 0.409  -1.150
C 0.244 -0.948 0.526  0.686
C -0.587 -1.960 0.803  -0.673
N -1.907 -1.484 0.636  -0.064
C -1.784 -0.110 0.339  -0.179
N -0.459 0.238 0.318  0.022
H 2.089 -1.578 -0.322  0.317
H 2.300 -1.035 1.246  0.342
H 2.147 0.015 0.006  0.257
H -0.284 -2.927 1.000  0.480
H -2.794 -1.989 0.621  0.251
H -2.649 0.448 0.061  0.400
H 0.066 1.046 -0.108  0.380
H -2.450 1.829 -1.599  0.334
H -1.107 1.383 -2.534  0.309
O -1.680 1.176 -1.666  -0.670
H 2.207 2.571 -0.606  0.287
H 2.801 2.312 0.794  0.300
O 2.168 1.943 0.079  -0.628

Values from the calculation:
Total charge: +1
Multiplicity: 1


*Q*
A gas-phase ion, C4H11N2O2 (charge +1). Source: OMol25; level of theory: ωB97M-V with the def2-TZVPD basis set.

Last column: Mulliken charge in e.
Element x y z (Å)
C -2.219 0.263 -1.034  -0.868
N -1.085 -0.374 -1.642  -0.110
C 0.080 -0.667 -1.078  0.364
O 1.150 -0.907 -1.628  -0.632
C 0.300 -0.342 0.412  -0.235
N 1.328 -1.277 0.983  -0.219
C 0.814 1.085 0.531  -0.478
O 1.521 1.102 1.829  -0.589
H -2.947 0.571 -1.804  0.348
H -2.003 1.252 -0.602  0.247
H -2.819 -0.348 -0.360  0.314
H -1.278 -0.704 -2.580  0.321
H -0.586 -0.388 1.048  0.506
H 0.775 -2.015 1.408  0.341
H 1.992 -0.720 1.536  0.342
H 1.907 -1.627 0.203  0.389
H 1.699 1.376 -0.047  0.292
H 0.003 1.804 0.532  0.341
H 1.368 1.917 2.295  0.327

Values from the calculation:
Total charge: +1
Multiplicity: 1
Structure (SMILES): CNC(=O)[C@@H]([NH3+])CO


Most favorable structure: *Q*. The second most favorable one is 25.2 kJ/mol above it.